Density functional theory data (ωB97M-V/def2-TZVPD) for a molecular structure, Ag2BeCl3I6 in a non-equilibrium geometry.

XYZ file:
```
12
Properties=species:S:1:pos:R:3:forces:R:3
I 13.740 8.536 9.083 0.5 0.4 0.3
I 7.933 9.715 3.484 0.1 0.4 0.4
I 12.668 4.528 7.236 -0.9 -0.4 0.1
I 7.328 11.823 8.417 0.3 -0.3 0.3
I 9.194 4.850 4.054 0.1 -0.4 1.0
I 4.580 7.796 7.672 -0.3 0.4 0.1
Ag 8.130 9.860 6.523 -0.2 -0.6 -0.6
Ag 8.201 9.162 9.468 -0.2 -0.7 -0.9
Cl 7.799 5.711 10.452 0.4 0.0 0.0
Cl 9.328 7.570 7.589 -0.3 -0.2 0.1
Cl 6.275 3.941 7.039 1.9 -0.1 0.3
Be 9.093 4.673 7.322 -1.2 1.5 -1.2
```
Forces are in eV/Å.

Output
M ... 1092.53 g mol⁻¹
Charge ... -5
E_LUMO ... 8.68 eV